Entry 1:
A cluster of 6 separate species, C53H54ClIN3O32PS2 in total. Source: the OMol25 dataset; level of theory: the ωB97M-V functional and the def2-TZVPD basis.

Each line ends with the Löwdin charge.
Cartesian coordinates (Å):
C 5.29 -1.33 5.34  -0.165
C 3.75 -1.24 5.39  -0.320
C 2.97 -0.31 4.43  -0.516
I 3.96 1.62 4.75  0.969
C 2.56 -0.84 2.97  -0.191
C 3.64 -0.40 1.95  -0.254
C 3.51 -0.26 0.58  -0.048
C 4.54 0.13 -0.27  -0.044
C 5.78 0.41 0.31  -0.056
C 5.83 0.20 1.70  -0.164
N 4.85 -0.19 2.46  0.057
C 1.06 -0.26 2.72  -0.181
C 0.99 1.29 3.03  -0.290
N 1.91 2.18 2.34  -0.026
P 0.36 -0.15 0.99  0.619
O 0.40 -1.25 0.02  -0.272
O 0.94 1.12 0.08  -0.187
O -1.23 0.31 1.05  -0.130
C -0.04 -1.01 3.62  -0.251
C -0.78 -0.10 4.66  -0.131
C -1.96 0.72 4.14  -0.185
C -3.06 0.80 5.26  -0.184
C -4.28 -0.01 4.78  -0.305
N -5.11 0.71 3.79  -0.004
C -1.17 -1.90 2.98  -0.639
O -2.14 -2.17 3.78  -0.058
O -1.15 -2.49 1.90  0.006
O 0.54 -1.96 4.61  -0.183
S 1.36 -3.21 4.06  0.721
O 0.60 -4.26 3.43  -0.269
O 1.92 -3.87 5.22  -0.278
C 2.61 -2.45 2.94  -0.208
C 2.20 -3.06 1.56  -0.155
C 2.67 -4.55 1.39  -0.158
C 1.68 -5.29 0.41  -0.178
C 1.05 -6.55 1.06  -0.250
S -0.75 -6.65 0.90  0.349
O -1.06 -7.85 0.16  -0.393
O -1.34 -5.47 0.36  -0.322
Cl -1.48 -6.88 2.82  0.380
C 4.07 -3.05 3.07  -0.690
O 4.41 -3.76 4.04  -0.031
O 4.89 -2.91 2.12  -0.031
H 5.54 -2.15 6.03  0.076
H 5.82 -0.46 5.75  0.020
H 5.71 -1.64 4.38  0.054
H 3.57 -0.82 6.40  0.094
H 3.40 -2.28 5.48  0.075
H 2.04 -0.11 4.99  0.047
H 2.58 -0.52 0.08  0.072
H 4.40 0.22 -1.34  0.097
H 6.66 0.72 -0.26  0.090
H 6.81 0.39 2.16  0.110
H 1.10 1.54 4.10  0.070
H -0.01 1.68 2.77  0.082
H 2.21 2.98 2.86  -0.008
H 2.58 1.81 1.69  0.044
H 0.33 1.17 -0.68  0.052
H -1.28 1.27 1.11  0.069
H -0.07 0.47 5.29  0.119
H -1.21 -0.76 5.42  0.115
H -1.73 1.78 3.91  0.097
H -2.47 0.31 3.27  0.093
H -2.71 0.47 6.24  0.103
H -3.42 1.84 5.34  0.093
H -4.93 -0.19 5.66  0.101
H -3.96 -1.01 4.45  0.078
H -4.83 0.46 2.84  0.062
H -6.04 0.34 3.86  0.018
H 1.12 -3.13 1.40  0.080
H 2.62 -2.57 0.68  0.110
H 3.65 -4.61 0.92  0.108
H 2.62 -5.10 2.33  0.100
H 0.93 -4.62 -0.04  0.108
H 2.28 -5.67 -0.44  0.101
H 1.31 -6.66 2.12  0.085
H 1.43 -7.45 0.56  0.093
C 0.04 8.12 4.10  0.070
C -0.23 8.30 2.80  -0.239
C 0.34 7.39 1.75  -0.318
O 0.04 7.59 0.58  0.103
C 1.23 6.32 2.17  0.081
C 1.50 6.15 3.47  -0.230
C 0.91 7.04 4.53  -0.312
O 1.18 6.83 5.69  0.114
O 2.31 5.18 3.90  0.094
O -1.02 9.28 2.36  0.100
H -0.37 8.77 4.86  0.132
H 1.64 5.68 1.40  0.138
H 2.34 5.26 4.87  0.122
H -1.05 9.18 1.39  0.115
C 2.22 1.84 -3.62  0.070
C 1.12 2.55 -3.36  -0.271
C 1.12 4.05 -3.40  -0.323
O 0.09 4.65 -3.16  0.107
C 2.37 4.73 -3.71  0.075
C 3.47 4.02 -3.97  -0.235
C 3.46 2.52 -3.96  -0.318
O 4.50 1.93 -4.23  0.096
O 4.64 4.59 -4.26  0.101
O -0.03 1.97 -3.04  0.111
H 2.23 0.76 -3.60  0.146
H 2.37 5.81 -3.72  0.133
H 5.27 3.86 -4.41  0.116
H -0.66 2.69 -2.89  0.123
C -5.43 -3.67 3.79  0.110
C -5.63 -4.94 3.41  -0.225
C -7.00 -5.45 3.06  -0.315
O -7.13 -6.60 2.70  0.097
C -8.12 -4.53 3.17  0.063
C -7.92 -3.26 3.56  -0.235
C -6.55 -2.75 3.88  -0.276
O -6.42 -1.58 4.21  0.065
O -8.92 -2.38 3.68  0.094
O -4.63 -5.82 3.31  0.101
H -4.44 -3.30 4.04  0.129
H -9.11 -4.91 2.93  0.128
H -8.50 -1.55 3.97  0.114
H -5.04 -6.65 3.01  0.115
C -0.74 3.08 -9.29  0.059
C 0.00 2.77 -8.23  -0.257
C -0.53 2.90 -6.83  -0.286
O 0.19 2.58 -5.90  0.130
C -1.88 3.41 -6.65  0.095
C -2.63 3.72 -7.72  -0.231
C -2.10 3.56 -9.12  -0.315
O -2.83 3.85 -10.05  0.099
O -3.87 4.19 -7.60  0.110
O 1.25 2.32 -8.35  0.106
H -0.38 2.98 -10.30  0.138
H -2.24 3.51 -5.64  0.141
H -4.18 4.33 -8.52  0.116
H 1.57 2.17 -7.43  0.125
C -2.51 -1.29 -9.56  0.083
C -2.66 -2.35 -10.36  -0.234
C -1.47 -3.03 -10.98  -0.317
O -1.66 -4.01 -11.69  0.105
C -0.15 -2.50 -10.70  0.075
C -0.01 -1.43 -9.90  -0.225
C -1.19 -0.77 -9.26  -0.290
O -0.99 0.18 -8.53  0.117
O 1.19 -0.91 -9.62  0.121
O -3.85 -2.86 -10.66  0.112
H -3.36 -0.79 -9.11  0.138
H 0.70 -2.99 -11.16  0.136
H 1.02 -0.15 -9.03  0.106
H -3.68 -3.61 -11.25  0.118

## Properties
- net charge = -2
- frontier orbital gap (Eh) = 0.114
- F_max (eV/Å) = 4.50
- multiplicity = 1

***

Entry 2:
A structure of composition C53H56AsN2O4PRuS. Source: the OMol25 dataset; level of theory: the ωB97M-V functional and the def2-TZVPD basis.

Each line ends with the Löwdin charge.
Cartesian coordinates (Å):
Ru 1.17 0.00 -0.16  1.318
O 2.24 2.46 -0.78  -0.130
C 1.33 3.54 -0.83  -0.297
C -0.12 2.86 -0.89  -0.550
O -1.10 3.56 -0.81  0.073
O -0.06 1.63 -1.08  -0.197
C 1.43 4.40 0.42  -0.107
C 2.54 4.28 1.26  -0.028
C 2.67 5.07 2.39  -0.082
C 1.71 6.01 2.70  -0.080
C 0.60 6.13 1.88  -0.058
C 0.46 5.33 0.76  -0.018
C 1.46 4.33 -2.13  -0.115
C 2.48 4.05 -3.03  -0.025
C 2.61 4.78 -4.20  -0.077
C 1.71 5.80 -4.49  -0.081
C 0.68 6.06 -3.61  -0.059
C 0.55 5.34 -2.44  -0.014
H 3.13 2.84 -0.86  0.067
H 3.31 3.55 1.06  0.075
H 3.54 4.94 3.02  0.103
H 1.82 6.64 3.57  0.105
H -0.17 6.85 2.11  0.109
H -0.44 5.41 0.18  0.097
H 3.18 3.25 -2.85  0.098
H 3.42 4.56 -4.88  0.104
H 1.81 6.37 -5.40  0.104
H -0.04 6.84 -3.83  0.109
H -0.28 5.54 -1.80  0.099
C 2.81 1.36 4.70  -0.034
C 1.57 0.47 4.51  -0.617
C 0.32 1.19 5.05  -0.031
C 1.76 -0.87 5.23  -0.037
C 1.37 0.24 3.09  -0.107
C 1.24 0.05 1.89  -0.127
H 2.97 1.55 5.76  0.093
H 2.68 2.31 4.19  0.079
H 3.70 0.86 4.31  0.077
H 0.46 1.42 6.11  0.092
H -0.55 0.55 4.94  0.065
H 0.14 2.11 4.51  0.094
H 1.90 -0.69 6.29  0.091
H 2.63 -1.39 4.84  0.088
H 0.88 -1.50 5.10  0.084
N 2.95 -3.65 -1.73  0.093
C 2.40 -4.04 -0.54  -0.066
C 1.54 -3.04 -0.19  -0.157
N 1.57 -2.06 -1.14  -0.097
C 2.44 -2.45 -2.05  -0.197
H 3.66 -4.16 -2.23  0.170
H 2.66 -4.95 -0.06  0.122
H 0.92 -2.95 0.69  0.096
H 2.70 -1.90 -2.93  0.138
C -2.27 -2.24 -0.91  -0.380
C -3.77 -2.02 -0.98  -0.420
As -4.90 -3.64 -0.66  1.314
C -3.88 -4.35 0.86  -0.419
C -4.01 -3.65 2.06  -0.140
C -3.36 -4.07 3.20  -0.095
C -2.58 -5.21 3.16  -0.089
C -2.45 -5.92 1.98  -0.085
C -3.09 -5.49 0.84  -0.110
C -4.37 -4.86 -2.10  -0.420
C -3.86 -4.44 -3.32  -0.119
C -3.63 -5.35 -4.34  -0.087
C -3.92 -6.69 -4.16  -0.085
C -4.46 -7.12 -2.95  -0.080
C -4.70 -6.21 -1.94  -0.147
P -1.37 -0.60 -0.94  1.072
C -2.02 0.11 -2.49  -0.340
C -1.96 -0.70 -3.63  -0.110
C -2.33 -0.22 -4.86  -0.075
C -2.76 1.09 -5.00  -0.066
C -2.80 1.92 -3.89  -0.050
C -2.43 1.43 -2.65  -0.079
C -2.11 0.05 0.60  -0.364
C -2.98 1.12 0.77  -0.061
C -3.50 1.41 2.02  -0.056
C -3.15 0.65 3.12  -0.065
C -2.28 -0.42 2.97  -0.092
C -1.75 -0.70 1.73  -0.157
H -1.91 -2.88 -1.72  0.066
H -2.00 -2.74 0.03  0.056
H -4.06 -1.59 -1.94  0.059
H -4.07 -1.31 -0.21  0.054
H -4.64 -2.76 2.09  0.098
H -3.47 -3.52 4.12  0.102
H -2.07 -5.55 4.05  0.102
H -1.85 -6.82 1.95  0.103
H -2.98 -6.05 -0.08  0.088
H -3.64 -3.39 -3.48  0.081
H -3.23 -5.01 -5.28  0.103
H -3.75 -7.39 -4.95  0.103
H -4.71 -8.16 -2.81  0.107
H -5.15 -6.54 -1.01  0.103
H -1.60 -1.72 -3.54  0.094
H -2.29 -0.86 -5.73  0.107
H -3.03 1.48 -5.97  0.108
H -3.12 2.95 -3.98  0.114
H -2.43 2.12 -1.81  0.067
H -3.28 1.72 -0.08  0.096
H -4.18 2.24 2.13  0.111
H -3.57 0.88 4.09  0.110
H -2.01 -1.03 3.82  0.102
H -1.06 -1.53 1.61  0.080
O 4.21 -1.29 -0.26  -0.514
S 3.92 0.14 -0.33  0.848
C 5.44 0.91 -1.07  -0.262
C 6.41 1.04 0.08  -0.226
C 5.61 1.65 1.22  -0.217
C 4.35 0.82 1.34  -0.305
H 5.16 1.88 -1.49  0.084
H 5.78 0.25 -1.87  0.100
H 7.28 1.64 -0.19  0.125
H 6.76 0.05 0.38  0.123
H 5.38 2.70 1.01  0.107
H 6.18 1.63 2.16  0.123
H 3.48 1.37 1.69  0.040
H 4.49 -0.07 1.95  0.104

## Properties
- net charge = +1
- expectation value of S² = 8.78
- energy above the lowest of the compared OMol25 structures with the same formula, charge and spin (kcal/mol) = 43.8
- frontier orbital gap (spin up / spin down) (Eh) = 0.295 / 0.194
- F_max (eV/Å) = 2.70
- multiplicity = 6

***

Entry 3:
A structure of composition C53H57AsCsN3O8S. Source: the OMol25 dataset; level of theory: the ωB97M-V functional and the def2-TZVPD basis.

Each line ends with the Löwdin charge.
Cartesian coordinates (Å):
Cs -0.20 -1.47 -0.43  1.139
C 1.15 5.38 4.16  -0.072
C 1.92 4.20 4.75  -0.560
C 3.42 4.48 4.60  -0.050
C 1.57 4.11 6.24  -0.053
C 1.57 2.89 4.06  -0.178
C 0.72 2.79 3.01  0.018
C 0.48 1.55 2.32  -0.173
N -0.35 1.40 1.30  0.163
C -1.32 2.21 0.89  -0.177
C -1.90 3.31 1.62  0.007
C -2.81 4.15 1.07  -0.172
C -3.14 3.98 -0.32  0.022
C -2.73 2.92 -1.07  -0.081
C -1.90 1.88 -0.42  -0.300
O -1.71 0.79 -0.98  -0.187
C -3.14 2.73 -2.52  -0.532
C -3.81 3.99 -3.08  -0.080
C -4.16 1.59 -2.63  -0.036
C -1.92 2.42 -3.40  -0.030
C -3.43 5.28 1.91  -0.556
C -4.03 4.70 3.20  -0.054
C -4.54 6.01 1.16  -0.077
C -2.34 6.30 2.27  -0.046
C 1.30 0.36 2.67  -0.286
O 1.29 -0.68 2.00  -0.101
C 2.11 0.47 3.91  -0.066
C 2.21 1.68 4.51  -0.003
C 2.88 -0.70 4.55  -0.522
C 2.38 -0.87 5.99  -0.053
C 4.38 -0.36 4.58  -0.050
C 2.75 -2.07 3.87  -0.062
H 1.42 6.30 4.68  0.082
H 0.07 5.24 4.28  0.070
H 1.36 5.52 3.10  0.090
H 3.69 5.42 5.10  0.077
H 3.68 4.58 3.54  0.091
H 4.03 3.68 5.02  0.074
H 1.82 5.04 6.75  0.078
H 2.12 3.30 6.74  0.072
H 0.50 3.92 6.37  0.088
H 0.27 3.67 2.59  0.087
H -1.65 3.40 2.67  0.100
H -3.79 4.71 -0.78  0.080
H -4.75 4.21 -2.58  0.075
H -4.02 3.84 -4.14  0.079
H -3.16 4.87 -2.99  0.086
H -5.05 1.81 -2.04  0.083
H -3.73 0.65 -2.29  0.077
H -4.46 1.46 -3.68  0.073
H -1.17 3.21 -3.31  0.092
H -2.23 2.36 -4.45  0.076
H -1.46 1.47 -3.13  0.078
H -4.80 3.97 2.97  0.089
H -4.47 5.50 3.80  0.077
H -3.27 4.21 3.81  0.074
H -5.34 5.33 0.85  0.088
H -4.17 6.53 0.27  0.080
H -4.98 6.77 1.82  0.077
H -1.54 5.83 2.84  0.055
H -2.76 7.11 2.87  0.080
H -1.90 6.73 1.37  0.089
H 2.84 1.77 5.39  0.093
H 2.52 0.04 6.58  0.068
H 2.91 -1.69 6.48  0.081
H 1.31 -1.11 5.99  0.091
H 4.58 0.56 5.15  0.068
H 4.77 -0.22 3.57  0.093
H 4.94 -1.17 5.06  0.081
H 1.72 -2.41 3.83  0.094
H 3.34 -2.78 4.47  0.080
H 3.13 -2.07 2.85  0.083
S 1.82 -0.77 -3.41  0.389
C 2.16 -2.11 -4.46  -0.814
C 3.39 -2.24 -5.13  -0.149
C 3.65 -3.30 -5.98  -0.130
C 2.70 -4.29 -6.20  -0.134
C 1.47 -4.19 -5.55  -0.123
C 1.20 -3.12 -4.71  -0.433
As -0.46 -2.94 -3.70  1.266
C -1.38 -4.59 -4.26  -0.387
C -1.92 -4.81 -5.53  -0.124
C -2.57 -6.00 -5.82  -0.109
C -2.69 -6.99 -4.85  -0.121
C -2.16 -6.77 -3.59  -0.099
C -1.51 -5.58 -3.29  -0.101
C -1.44 -1.74 -4.92  -0.385
C -0.79 -0.94 -5.86  -0.102
C -1.52 -0.08 -6.67  -0.098
C -2.91 -0.01 -6.55  -0.125
C -3.55 -0.79 -5.61  -0.118
C -2.82 -1.64 -4.79  -0.129
H 4.15 -1.48 -4.95  0.083
H 4.62 -3.36 -6.46  0.085
H 2.91 -5.12 -6.86  0.079
H 0.72 -4.95 -5.71  0.082
H -1.83 -4.05 -6.29  0.103
H -2.98 -6.16 -6.81  0.090
H -3.20 -7.92 -5.08  0.086
H -2.26 -7.53 -2.82  0.094
H -1.11 -5.40 -2.30  0.074
H 0.28 -0.98 -5.94  0.081
H -1.01 0.55 -7.39  0.094
H -3.47 0.67 -7.18  0.088
H -4.63 -0.74 -5.50  0.092
H -3.34 -2.25 -4.06  0.103
O -0.72 -4.19 1.55  -0.028
C 0.10 -4.31 0.62  -0.792
O -0.08 -4.17 -0.61  -0.278
C 1.56 -4.56 1.05  -0.081
C 1.80 -5.09 2.31  0.066
C 3.11 -5.31 2.71  -0.142
C 4.20 -4.99 1.93  0.066
C 3.91 -4.44 0.69  -0.113
C 2.63 -4.21 0.23  0.090
N 5.06 -4.09 -0.18  -0.348
O 4.83 -3.56 -1.24  0.105
O 6.18 -4.33 0.25  0.048
N 3.36 -5.87 4.05  -0.351
O 2.40 -6.12 4.75  0.070
O 4.51 -5.89 4.45  0.053
H 0.96 -5.30 2.95  0.131
H 5.21 -5.15 2.26  0.124
H 2.45 -3.77 -0.74  0.133

## Properties
- net charge = -2
- energy above the lowest of the compared OMol25 structures with the same formula, charge and spin (kcal/mol) = 0.0
- frontier orbital gap (Eh) = 0.182
- F_max (eV/Å) = 1.41
- multiplicity = 1

***

Q: The highest net charge belongs to which entry?
A: C53H56AsN2O4PRuS

***

Q: Look up the net charge of the first one.
A: -2